1.
{
  "formula": "C37H41N5O7SSiV",
  "method": "the ωB97M-V functional and the def2-TZVPD basis",
  "symbols": ["V", "C", "Si", "C", "N", "C", "C", "C", "C", "C", "C", "C", "C", "C", "C", "C", "C", "C", "C", "C", "C", "C", "H", "H", "H", "H", "H", "H", "H", "H", "H", "H", "H", "H", "H", "H", "H", "H", "H", "H", "H", "H", "H", "H", "H", "H", "C", "C", "C", "N", "C", "S", "N", "C", "O", "C", "C", "C", "C", "C", "C", "H", "H", "H", "H", "H", "H", "H", "H", "H", "H", "H", "H", "H", "H", "O", "C", "O", "C", "C", "C", "C", "C", "C", "N", "O", "O", "N", "O", "O", "H", "H", "H"],
  "positions_angstrom": [[-1.56072, -0.21942, -1.23504], [-2.28393, -1.07166, 0.43849], [-1.81141, -2.86050, 0.02200], [-1.84900, -2.70733, -1.92244], [-0.98617, -1.62537, -2.52403], [0.47724, -2.02362, -2.46065], [0.79177, -3.17533, -3.40806], [0.21818, -2.92128, -4.82187], [-0.29089, -1.48555, -4.96677], [-1.38189, -1.23290, -3.93814], [-3.07403, -4.09744, 0.49001], [-4.25234, -4.25286, -0.25273], [-5.21059, -5.17567, 0.13406], [-5.00602, -5.94835, 1.27006], [-3.84754, -5.79789, 2.02077], [-2.88599, -4.87382, 1.63864], [-0.14474, -3.15898, 0.76993], [0.57433, -2.11067, 1.35895], [1.76253, -2.34840, 2.03692], [2.25454, -3.64352, 2.13450], [1.55982, -4.69671, 1.55148], [0.36938, -4.45693, 0.88155], [-2.07152, -0.73453, 1.45108], [-3.35605, -0.91625, 0.21728], [-2.88605, -2.51302, -2.21591], [-1.58788, -3.67346, -2.35989], [0.72447, -2.28316, -1.43345], [1.06103, -1.15787, -2.73781], [0.43675, -4.12460, -3.00414], [1.87950, -3.24992, -3.43640], [-0.60867, -3.60621, -5.02329], [0.97625, -3.12161, -5.57601], [-0.73236, -1.33219, -5.95070], [0.52206, -0.76419, -4.86839], [-2.26428, -1.80376, -4.21479], [-1.65987, -0.17338, -3.93805], [-4.43731, -3.65542, -1.14126], [-6.11534, -5.29156, -0.44886], [-5.75732, -6.66557, 1.57532], [-3.69320, -6.39686, 2.90907], [-1.99251, -4.75742, 2.24273], [0.19701, -1.09604, 1.31780], [2.29328, -1.52979, 2.51043], [3.17325, -3.83419, 2.67518], [1.93937, -5.70803, 1.63186], [-0.16733, -5.29442, 0.44442], [4.97081, 0.76842, 0.28086], [3.79961, -0.05104, 0.81820], [2.52397, 0.11003, 0.00202], [1.99764, 1.48577, 0.16499], [1.15233, 2.09005, -0.62444], [0.34215, 1.22324, -1.91105], [0.84695, 3.39465, -0.47774], [1.22943, 4.22384, 0.63446], [0.68605, 5.50591, 0.50176], [2.71792, 4.26434, 0.88591], [3.32092, 4.25635, 2.14093], [4.69328, 4.45759, 2.23736], [5.45442, 4.69800, 1.10409], [4.84774, 4.71959, -0.14750], [3.48770, 4.49691, -0.25766], [5.87949, 0.55729, 0.84490], [4.78467, 1.84296, 0.35164], [5.16517, 0.52704, -0.76778], [3.59447, 0.22087, 1.86026], [4.04905, -1.11298, 0.81611], [1.76936, -0.60466, 0.32692], [2.72050, -0.05468, -1.05662], [2.43428, 2.03807, 0.89934], [0.14937, 3.77076, -1.10441], [2.73786, 4.11090, 3.03673], [5.16075, 4.44849, 3.21425], [6.51725, 4.88352, 1.19177], [5.43290, 4.91751, -1.03739], [3.01840, 4.53774, -1.23548], [-4.60542, 1.31714, -0.29765], [-3.49211, 1.69383, -0.21774], [-2.49581, 1.14029, -1.06520], [-2.97228, 2.71923, 0.70206], [-3.86054, 3.61394, 1.27935], [-3.33416, 4.60158, 2.08278], [-1.97875, 4.77251, 2.28015], [-1.12578, 3.86450, 1.68563], [-1.61041, 2.80676, 0.95736], [0.35385, 3.95996, 1.91217], [0.55801, 5.61555, 1.94534], [0.77540, 3.25343, 2.83355], [-4.26784, 5.54502, 2.75381], [-3.77994, 6.33646, 3.52842], [-5.44387, 5.42352, 2.49238], [-4.92562, 3.55836, 1.09818], [-1.61847, 5.59012, 2.88569], [-0.95653, 2.02900, 0.60744]],
  "charge": 2,
  "de_lowest_kj_mol": 576.7,
  "spin_multiplicity": 2,
  "molar_mass_g_mol": 778.9,
  "e_tot_ha": -3865.83203,
  "homo_lumo_gap_ev": [6.408, 6.957],
  "s2": 0.796
}

***

2.
{
  "formula": "C37H41NO4PRuS4SeSi2",
  "method": "the ωB97M-V functional and the def2-TZVPD basis",
  "symbols": ["Ru", "C", "Si", "C", "C", "N", "C", "C", "C", "C", "C", "C", "O", "C", "C", "C", "C", "C", "C", "H", "H", "H", "H", "H", "H", "H", "H", "H", "H", "H", "H", "H", "H", "H", "H", "H", "H", "O", "S", "O", "O", "C", "C", "C", "C", "C", "C", "P", "C", "C", "C", "C", "C", "C", "C", "C", "C", "C", "C", "C", "H", "H", "H", "H", "H", "H", "H", "H", "H", "H", "H", "H", "H", "H", "S", "C", "S", "S", "C", "Si", "C", "C", "Se", "H", "H", "H", "H", "H", "H", "H", "H", "H"],
  "positions_angstrom": [[0.06420, -1.95870, -0.71100], [1.86647, -0.84560, 3.62215], [1.00998, -2.15905, 2.55802], [2.45380, -3.03957, 1.77437], [0.15651, -3.37642, 3.72634], [-0.10793, -1.48943, 1.41454], [-1.06865, -0.61447, 1.80384], [-1.39955, -0.29690, 3.14429], [-2.30098, 0.69929, 3.48481], [-2.95323, 1.43284, 2.50645], [-2.70504, 1.11222, 1.17346], [-1.83056, 0.09767, 0.84538], [-1.55504, -0.22219, -0.47799], [-2.49739, 0.08390, -1.44356], [-2.07378, 0.81647, -2.54009], [-2.98453, 1.12804, -3.53542], [-4.30164, 0.69576, -3.44185], [-4.69818, -0.06549, -2.35151], [-3.79895, -0.37522, -1.34239], [2.45202, -1.35221, 4.39692], [1.20439, -0.13287, 4.11231], [2.56237, -0.28979, 2.98753], [3.19848, -3.23251, 2.55561], [2.90968, -2.41511, 1.00426], [2.18849, -3.98335, 1.30193], [0.89345, -3.90943, 4.33578], [-0.39104, -4.11476, 3.13656], [-0.55975, -2.89866, 4.39781], [-0.91997, -0.84646, 3.94141], [-2.48961, 0.89840, 4.53453], [-3.65099, 2.22107, 2.75936], [-3.20686, 1.64987, 0.37867], [-1.02649, 1.07614, -2.61193], [-2.65487, 1.69521, -4.39766], [-5.00907, 0.92898, -4.22854], [-5.70941, -0.44857, -2.29232], [-4.08336, -0.99547, -0.50239], [3.57174, -0.73896, -1.95717], [2.41272, -0.00772, -1.50421], [1.19375, -0.22895, -2.29381], [2.12656, -0.12023, -0.07671], [2.84439, 1.72457, -1.77026], [4.04891, 1.97244, -2.42095], [4.45978, 3.27038, -2.67570], [3.66581, 4.33519, -2.27638], [2.47112, 4.08775, -1.62047], [2.03764, 2.78894, -1.35358], [0.46518, 2.47251, -0.43003], [-0.61655, 3.79410, -1.10309], [-0.57811, 4.17520, -2.44398], [-1.55101, 5.00992, -2.97727], [-2.58856, 5.47362, -2.18266], [-2.64740, 5.08954, -0.84909], [-1.67637, 4.25580, -0.31743], [0.91591, 3.19778, 1.20042], [0.98672, 4.56514, 1.47089], [1.32795, 5.02130, 2.73329], [1.60736, 4.11065, 3.74549], [1.54049, 2.75110, 3.48789], [1.19011, 2.29323, 2.22237], [4.64666, 1.12177, -2.71752], [5.39911, 3.44879, -3.18601], [3.97478, 5.35596, -2.46981], [1.85533, 4.92384, -1.31285], [0.21407, 3.80466, -3.08388], [-1.50129, 5.28752, -4.02368], [-3.35269, 6.11763, -2.60076], [-3.46295, 5.42856, -0.22125], [-1.74816, 3.94334, 0.71858], [0.75306, 5.28111, 0.69191], [1.37327, 6.08638, 2.93006], [1.87021, 4.46441, 4.73579], [1.75163, 2.03672, 4.27210], [1.13204, 1.22974, 2.01747], [-3.57035, -4.11602, -2.42161], [-2.18789, -3.40499, -1.83991], [-1.07890, -2.39243, -2.68233], [-1.59083, -3.46066, -0.22092], [2.45305, -6.89125, -1.05828], [0.86789, -5.87206, -0.87964], [0.22406, -6.22755, 0.85387], [-0.38867, -6.60753, -2.06969], [1.55922, -3.80403, -1.42035], [2.26937, -7.93093, -0.76681], [3.24568, -6.48583, -0.42605], [2.80849, -6.88012, -2.09102], [0.03099, -7.30455, 0.91494], [-0.71393, -5.70427, 1.03696], [0.93023, -5.95999, 1.64288], [-0.46159, -7.69402, -1.94530], [-0.11842, -6.39049, -3.10513], [-1.37459, -6.17063, -1.89899]],
  "charge": -2,
  "de_lowest_kj_mol": 68.9,
  "spin_multiplicity": 2,
  "molar_mass_g_mol": 959.2,
  "e_tot_ha": -6799.90194,
  "homo_lumo_gap_ev": [5.965, 5.830],
  "s2": 0.761
}

***

3.
{
  "formula": "C37H42BClN6O7S",
  "method": "the ωB97M-V functional and the def2-TZVPD basis",
  "symbols": ["O", "C", "O", "C", "C", "C", "C", "C", "S", "O", "O", "Cl", "C", "B", "O", "O", "O", "H", "H", "H", "H", "H", "H", "H", "H", "H", "H", "H", "H", "C", "C", "C", "N", "C", "C", "H", "H", "H", "H", "H", "C", "C", "C", "N", "C", "C", "H", "H", "H", "H", "H", "C", "C", "C", "N", "C", "C", "H", "H", "H", "H", "H", "C", "C", "C", "N", "C", "C", "H", "H", "H", "H", "H", "C", "C", "C", "N", "C", "C", "H", "H", "H", "H", "H", "C", "C", "C", "N", "C", "C", "H", "H", "H", "H", "H"],
  "positions_angstrom": [[-0.51650, 0.92627, 4.44903], [-0.84023, 0.50306, 3.36445], [-0.84173, -0.79750, 2.96889], [-1.96062, -0.80016, 2.03771], [-2.21013, -2.10811, 1.36747], [-3.60203, -2.25339, 0.73213], [-4.65607, -1.26941, 1.22918], [-6.02197, -1.54025, 0.60697], [-6.88972, 0.01891, 0.37375], [-8.29223, -0.19751, 0.34976], [-6.42411, 0.97659, 1.31332], [-6.19599, 0.58632, -1.47608], [-1.49337, 0.39454, 1.20117], [-0.09937, 0.21690, 0.44240], [-0.10309, 0.11429, -0.93097], [1.10866, 0.16299, 1.08004], [-1.29979, 1.29253, 2.32342], [-2.75572, -0.37286, 2.64277], [-1.48164, -2.20296, 0.57161], [-2.04881, -2.90509, 2.07750], [-3.57497, -2.20460, -0.34922], [-3.95852, -3.25053, 0.96181], [-4.74481, -1.34671, 2.30268], [-4.33820, -0.26589, 0.99132], [-6.64960, -2.05885, 1.31298], [-5.97485, -2.04276, -0.34733], [-2.32783, 0.59552, 0.53773], [0.27980, 0.93715, -1.26482], [1.27756, 0.92713, 1.63391], [-2.48633, 3.96110, 3.49770], [-2.55394, 3.62293, 4.83913], [-3.17038, 4.50945, 5.70985], [-3.69955, 5.67156, 5.33344], [-3.62438, 5.98142, 4.04164], [-3.03353, 5.16682, 3.08768], [-2.01528, 3.29770, 2.78590], [-2.13720, 2.69442, 5.20277], [-3.24713, 4.28323, 6.76786], [-4.06234, 6.93412, 3.76358], [-3.00404, 5.47064, 2.05002], [-0.71659, 1.06424, -6.21255], [-1.55032, 1.04360, -5.10642], [-1.02528, 1.44043, -3.88842], [0.23590, 1.83100, -3.71035], [1.02653, 1.83726, -4.78297], [0.59833, 1.46967, -6.05051], [-1.08517, 0.76591, -7.18570], [-2.58172, 0.72930, -5.18534], [-1.63917, 1.44647, -2.99428], [2.04816, 2.15716, -4.60852], [1.28189, 1.49845, -6.88743], [5.58800, -1.59416, -0.57275], [6.49004, -0.58642, -0.87375], [6.00222, 0.69776, -1.06204], [4.71289, 1.01752, -0.97242], [3.85938, 0.03542, -0.68195], [4.24227, -1.27977, -0.47304], [5.92960, -2.61056, -0.41927], [7.54827, -0.78968, -0.96175], [6.67253, 1.51716, -1.29748], [2.81971, 0.32456, -0.61594], [3.50438, -2.03505, -0.23940], [2.90500, 5.66874, -1.38329], [3.03040, 6.26474, -2.62694], [3.36564, 5.46477, -3.70809], [3.57722, 4.15255, -3.62351], [3.45244, 3.59639, -2.41723], [3.12015, 4.30570, -1.27372], [2.64456, 6.25803, -0.51324], [2.87285, 7.32635, -2.75800], [3.47256, 5.89153, -4.69957], [3.63363, 2.52814, -2.37145], [3.03453, 3.79888, -0.32230], [3.28442, -3.01627, -4.52238], [2.53070, -3.93435, -5.23403], [2.36087, -5.20247, -4.69832], [2.88374, -5.59100, -3.53809], [3.60646, -4.69589, -2.86893], [3.83574, -3.40226, -3.31194], [3.43975, -2.01516, -4.90401], [2.08280, -3.67539, -6.18347], [1.77598, -5.95132, -5.22110], [4.02153, -5.04139, -1.92761], [4.42893, -2.71742, -2.72618], [0.53456, -5.49221, 5.61752], [-0.79415, -5.82568, 5.82400], [-1.76777, -5.07321, 5.18626], [-1.49921, -4.04252, 4.38685], [-0.21631, -3.73342, 4.20238], [0.83336, -4.42422, 4.78847], [1.32463, -6.05636, 6.09624], [-1.07129, -6.65133, 6.46451], [-2.81963, -5.30222, 5.31774], [-0.03234, -2.89111, 3.54864], [1.85634, -4.12988, 4.60001]],
  "spin_multiplicity": 1,
  "molar_mass_g_mol": 761.1,
  "e_tot_ha": -3173.59372,
  "smiles": "O=C1O[C@H](CCCCS(=O)(=O)Cl)[C@H](B(O)O)O1.c1ccncc1.c1ccncc1.c1ccncc1.c1ccncc1.c1ccncc1.c1ccncc1",
  "homo_lumo_gap_ev": 9.286
}